1 | The following is a quantum chemistry calculation of a cluster of 3 separate species, CH3NOS in total, from the Open Molecules 2025 dataset.

Results
* E_HOMO (spin up / spin down): -8.26 / -8.45 eV
* E_LUMO (spin up / spin down): -0.8 / -0.5 eV
* HOMO-LUMO gap (spin up / spin down): 7.5059 / 7.9133 eV

Structure (ORCA input):
```
! wB97M-V def2-TZVPD RIJCOSX def2/J DEFGRID3
* xyz 0 1
H 0.29095 1.42081 1.84343
C -1.53576 -1.12366 -0.73419
S 1.24023 -0.61521 -0.33784
N -0.41115 -0.80250 -0.45829
H 1.11818 1.51931 1.45443
O 1.68874 0.17600 -1.48099
H -2.39119 -0.57476 -0.28654
*
```



2 | The following is a quantum chemistry calculation of a structure of composition CH3NOS, from the Open Molecules 2025 dataset.

Results
* E_HOMO (spin up / spin down): -9.65 / -9.66 eV
* E_LUMO (spin up / spin down): -0.6 / -0.6 eV
* HOMO-LUMO gap (spin up / spin down): 9.0240 / 9.0284 eV

Structure (ORCA input):
```
! wB97M-V def2-TZVPD RIJCOSX def2/J DEFGRID3
* xyz 0 1
O -0.65392 -1.44000 -0.27827
S -0.05817 1.13019 -1.39436
H 0.06315 -0.78187 1.55851
N -0.55217 0.38529 -0.07362
C 0.20319 -0.70161 0.47468
H -1.26465 1.62899 -1.73582
H 1.26720 -0.76078 0.20414
*
```



Most stable structure: 2



1 | The following is a quantum chemistry calculation of an isolated molecule of CH3NOS, from the Open Molecules 2025 dataset.

Results
* E_HOMO (spin up / spin down): -8.24 / -8.28 eV
* E_LUMO (spin up / spin down): -0.3 / -0.1 eV
* HOMO-LUMO gap (spin up / spin down): 7.9156 / 8.2258 eV

Structure (ORCA input):
```
! wB97M-V def2-TZVPD RIJCOSX def2/J DEFGRID3
* xyz 0 1
H -0.30274 -0.44486 2.66836
C 0.30467 -0.10212 -1.35439
O 1.09680 0.09156 -0.30148
N -0.75256 0.01980 1.93758
H -0.51113 -0.76699 -1.31156
S -0.16216 0.62723 0.57991
H 0.32712 0.57538 -2.21843
*
```



2 | The following is a quantum chemistry calculation of a structure of composition CH3NOS, from the Open Molecules 2025 dataset.

Results
* E_HOMO (spin up / spin down): -9.48 / -9.48 eV
* E_LUMO (spin up / spin down): -0.3 / -0.3 eV
* HOMO-LUMO gap (spin up / spin down): 9.1514 / 9.1534 eV

Structure (ORCA input):
```
! wB97M-V def2-TZVPD RIJCOSX def2/J DEFGRID3
* xyz 0 1
C -0.19614 0.49918 -0.86448
H -0.32388 0.05226 -1.93845
S 0.92570 -0.39078 1.28729
O -1.37504 0.58425 -0.10960
H 0.61741 1.24775 -0.61495
H 0.36750 -1.40869 2.15571
N -0.01555 -0.58397 0.08447
*
```



Most stable structure: 2



1 | The following is a quantum chemistry calculation of a cluster of 2 separate species, C2H8N2 in total, from the Open Molecules 2025 dataset.

Results
* E_HOMO: -9.56 eV
* E_LUMO: 0.9 eV
* HOMO-LUMO gap: 10.4549 eV
* SMILES: [H]/N=C/N.C

Structure (ORCA input):
```
! wB97M-V def2-TZVPD RIJCOSX def2/J DEFGRID3
* xyz 0 1
C -1.24441 -1.20301 -3.04207
H -1.64329 -0.34281 -3.58057
H 1.28965 1.80530 0.87852
H -1.66462 -1.18838 -2.04109
C 0.88367 0.49554 2.40761
H -1.52451 -2.06739 -3.65221
H -0.16926 1.28197 0.82434
H -0.15968 -1.15794 -3.07965
H 1.68804 0.65995 4.20260
H 0.11800 -0.22882 2.70173
N 1.68251 0.96412 3.25448
N 0.74390 0.98146 1.12629
*
```



2 | The following is a quantum chemistry calculation of a cluster of 2 separate species, C2H8N2 in total, from the Open Molecules 2025 dataset.

Results
* E_HOMO: -9.27 eV
* E_LUMO: 0.8 eV
* HOMO-LUMO gap: 10.0946 eV
* SMILES: [H]/N=C/N.C

Structure (ORCA input):
```
! wB97M-V def2-TZVPD RIJCOSX def2/J DEFGRID3
* xyz 0 1
C 1.24574 -1.17944 2.34385
H -0.95055 2.67152 -3.53088
N 0.94264 -2.05165 3.21432
C -1.15334 1.73625 -3.02519
H -0.70444 1.72716 -2.02832
H -2.25567 1.83298 -2.96184
H 2.20124 -0.66065 2.24403
H 1.72702 -2.45190 3.71663
H 0.02140 -0.02438 0.97437
H -0.83120 0.84344 -3.56610
H -0.49113 -1.54407 1.20002
N 0.24828 -0.89926 1.41909
*
```



3 | The following is a quantum chemistry calculation of a cluster of 2 separate species, C2H8N2 in total, from the Open Molecules 2025 dataset.

Results
* E_HOMO: -9.27 eV
* E_LUMO: 0.7 eV
* HOMO-LUMO gap: 9.9461 eV
* SMILES: C=NC.N

Structure (ORCA input):
```
! wB97M-V def2-TZVPD RIJCOSX def2/J DEFGRID3
* xyz 0 1
H -0.33655 0.47027 0.88067
H 1.63593 -2.70192 0.30415
N -0.08313 2.27333 0.10681
H 1.15634 -4.32796 -0.08430
C -1.35647 2.08606 -0.61651
H 1.57621 -3.22926 -1.08631
H -1.53588 1.00997 -0.57114
H -1.25906 2.43497 -1.60248
N 1.84794 -3.65644 -0.27225
H 0.48673 1.50176 2.05667
H -2.23972 2.70006 -0.19728
C 0.10765 1.43916 1.08199
*
```



Most stable structure: 1



1 | The following is a quantum chemistry calculation of an isolated molecule of C2H8N2, from the Open Molecules 2025 dataset.

Results
* E_HOMO: -9.44 eV
* E_LUMO: 1.2 eV
* HOMO-LUMO gap: 10.6312 eV
* SMILES: NCCN

Structure (ORCA input):
```
! wB97M-V def2-TZVPD RIJCOSX def2/J DEFGRID3
* xyz 0 1
H 1.35372 1.80260 1.33550
H -1.27315 -0.15228 0.41855
H -1.32795 -1.74039 -1.49647
C -0.58033 -0.17153 -0.43492
H 1.48963 0.58169 -0.48361
H 1.14185 -0.61628 0.77969
H -0.85208 0.54108 -1.20556
N -0.51264 -1.53899 -0.97873
N 0.48795 1.28021 1.24669
H -0.54698 -2.18148 -0.19780
H -0.11835 1.97716 0.80954
C 0.73834 0.21821 0.20712
*
```



2 | The following is a quantum chemistry calculation of a cluster of 2 separate species, C2H8N2 in total, from the Open Molecules 2025 dataset.

Results
* E_HOMO: -9.71 eV
* E_LUMO: 1.1 eV
* HOMO-LUMO gap: 10.8589 eV
* SMILES: C=NC.N

Structure (ORCA input):
```
! wB97M-V def2-TZVPD RIJCOSX def2/J DEFGRID3
* xyz 0 1
C 0.16382 -2.49481 0.79520
N 0.37195 -3.56696 -0.19739
H 0.33624 -2.14428 -1.69766
C 0.43409 -3.19438 -1.39275
N -0.62360 5.51086 0.64449
H -0.17489 6.40025 0.49749
H 0.18404 -2.91933 1.79559
H 0.97593 -1.77425 0.68572
H -0.80066 -2.04090 0.59663
H 0.58447 -3.93616 -2.17462
H -1.44895 5.40221 0.07025
H -0.00244 4.75775 0.37705
*
```



3 | The following is a quantum chemistry calculation of a cluster of 2 separate species, C2H8N2 in total, from the Open Molecules 2025 dataset.

Results
* E_HOMO: -8.32 eV
* E_LUMO: 1.1 eV
* HOMO-LUMO gap: 9.4215 eV
* SMILES: [H]/N=C/N.C

Structure (ORCA input):
```
! wB97M-V def2-TZVPD RIJCOSX def2/J DEFGRID3
* xyz 0 1
H -2.74127 6.41992 3.46052
H 1.66026 -1.03873 -2.43748
H 2.98641 -3.43264 -1.29221
H -4.27247 6.57618 4.18567
H 0.32720 -1.66735 -3.23406
C 1.17411 -2.90276 -1.79108
N 0.89584 -1.69796 -2.39988
C -3.31974 6.05515 4.31166
H -3.46130 4.98434 4.13920
H -2.92783 6.28163 5.29770
H 0.22461 -3.46169 -2.05702
N 2.10351 -3.08193 -0.95439
*
```



Most stable structure: 1



1 | The following is a quantum chemistry calculation of an isolated molecule of C6H15NS, from the Open Molecules 2025 dataset.

Results
* E_HOMO: -8.49 eV
* E_LUMO: 1.0 eV
* HOMO-LUMO gap: 9.4834 eV
* SMILES: CCCNCCCS

Structure (ORCA input):
```
! wB97M-V def2-TZVPD RIJCOSX def2/J DEFGRID3
* xyz 0 1
H 0.21874 -0.25933 -0.94714
H 1.40823 -1.54907 1.55204
H -0.07961 -2.08851 0.67264
H -2.05777 0.62979 2.06949
H -2.18248 0.83590 -0.11282
S 2.28781 1.42001 -1.71779
H -1.54427 -0.74447 -0.68411
N -0.29654 -0.23727 1.71758
H 2.75473 0.48119 0.62538
C -2.16709 -0.28528 0.05849
H -4.20154 -0.71644 0.60497
C 1.92210 0.60973 -0.07453
C 0.53887 -1.19612 0.96684
H -2.15181 -1.26577 1.98196
C -3.61223 -0.79537 -0.30332
H 1.33920 1.35878 0.57020
H -0.02442 -0.37280 2.69774
H -3.70677 -1.83006 -0.58646
H 3.47321 2.02470 -1.63947
C -1.78765 -0.31788 1.54042
C 1.10347 -0.60500 -0.39730
H -4.07116 -0.09136 -0.99790
H 1.67003 -1.45012 -0.75788
*
```



2 | The following is a quantum chemistry calculation of an isolated molecule of C6H15NS, from the Open Molecules 2025 dataset.

Results
* E_HOMO: -8.68 eV
* E_LUMO: 1.0 eV
* HOMO-LUMO gap: 9.6438 eV
* SMILES: CN(C)CCCCS

Structure (ORCA input):
```
! wB97M-V def2-TZVPD RIJCOSX def2/J DEFGRID3
* xyz 0 1
C -0.19099 1.24209 0.33260
H -1.77862 0.39952 -2.66393
C 0.19560 -2.34878 0.34223
H 1.12312 -2.74837 -0.04124
C 0.84670 0.03569 0.27936
H -0.59022 1.14993 1.33340
H 0.66905 -0.26141 2.88619
H 0.43268 2.15094 0.37022
H -1.50677 2.59446 -0.69766
H 1.80596 0.44293 0.63980
S -0.55050 2.14689 -3.39188
H 1.18901 -0.25070 -0.71497
H -2.16227 1.07052 -0.50795
C -0.92254 0.88534 -2.15872
H 0.21190 -1.88803 2.94181
H 0.11572 2.93084 -2.57047
C 0.83976 -1.20787 2.35436
H 1.84799 -1.62399 2.53671
C -1.20809 1.53994 -0.81072
N 0.24183 -1.04583 1.04112
H -0.07288 0.21520 -2.11794
H -0.51010 -2.34809 -0.49229
H -0.02635 -3.08122 1.10999
*
```



Most stable structure: 1



1 | The following is a quantum chemistry calculation of an isolated molecule of C6H15NS, from the Open Molecules 2025 dataset.

Results
* E_HOMO: -8.41 eV
* E_LUMO: 1.0 eV
* HOMO-LUMO gap: 9.3860 eV
* SMILES: CC(C)CNCCS

Structure (ORCA input):
```
! wB97M-V def2-TZVPD RIJCOSX def2/J DEFGRID3
* xyz 0 1
C 0.55035 1.56233 -0.36877
H 1.71651 2.34403 1.37538
C 0.35001 0.05231 -0.97209
H -1.44088 -0.70102 1.29772
H 2.61308 1.39364 0.54773
H 1.62800 3.38360 -1.02541
H 1.87284 2.01327 -2.05959
H 0.28018 2.74397 -2.08411
C 1.51743 1.42619 0.81560
H 0.27089 0.42417 -1.96561
C -1.68448 -2.67164 0.49085
H -1.71304 -3.24314 2.81357
H 1.09553 -0.60590 -0.48960
N -0.91122 -0.61219 -0.71432
S -1.46575 -3.94344 1.72482
H -1.44479 -3.17524 -0.53398
H -0.36223 1.99125 0.08684
H 0.16056 -1.40945 0.92265
C 1.12644 2.49870 -1.40016
H -1.76247 -0.07580 -0.82884
C -0.88371 -1.37069 0.61362
H -2.73541 -2.61263 0.30098
H 1.22217 0.58772 1.45273
*
```



2 | The following is a quantum chemistry calculation of an isolated molecule of C6H15NS, from the Open Molecules 2025 dataset.

Results
* E_HOMO: -8.50 eV
* E_LUMO: 0.9 eV
* HOMO-LUMO gap: 9.4284 eV
* SMILES: CCNCCCCS

Structure (ORCA input):
```
! wB97M-V def2-TZVPD RIJCOSX def2/J DEFGRID3
* xyz 0 1
H -2.41762 1.89060 1.70529
H 1.92281 -1.05291 -1.63268
H 0.42420 0.70610 0.22782
C 2.10455 0.92530 -1.87637
H -1.46787 -2.46602 1.39239
H -0.23669 -2.22427 -0.56351
H 0.96490 -1.78907 0.61567
H 1.35141 1.73062 -1.88368
H -3.21220 -0.79138 1.12633
C 2.60482 0.58652 -3.37036
H -0.42194 0.23175 -1.25173
H -0.62232 -1.29883 2.26224
H 3.45078 1.22654 -3.56735
C -2.16938 -0.37572 1.06589
N 1.73848 -0.21420 -1.09438
C 0.03616 -1.42684 0.19840
C -1.09072 -1.43538 1.25260
S -1.79633 0.91459 2.32928
H 2.69493 -0.50605 -3.42503
H -2.16462 0.32661 0.09997
C 0.34768 -0.13641 -0.50730
H 2.99282 1.40727 -1.42825
H 1.99846 0.89707 -4.22852
*
```



Most stable structure: 2